{
  "formula": "C4H14N3O",
  "method": "ωB97M-V with the def2-TZVPD basis set",
  "multiplicity": 2,
  "e_above_lowest_ev": 1.454,
  "e_tot_ev": -10889.561,
  "total_charge": 0,
  "symbols": ["C", "O", "H", "H", "H", "H", "C", "C", "C", "N", "N", "N", "H", "H", "H", "H", "H", "H", "H", "H", "H", "H"],
  "xyz": [[-1.087, -0.095, -2.986], [0.220, 0.360, -2.563], [0.668, 0.271, -3.413], [-1.507, 0.527, -3.777], [-1.706, 0.016, -2.093], [-1.126, -1.154, -3.243], [1.090, -0.994, 1.511], [2.399, -1.011, 0.759], [-0.815, 0.742, 1.151], [0.181, -0.133, 0.746], [-1.287, 0.671, 2.467], [-1.292, 1.726, 0.301], [0.579, -1.946, 1.343], [1.090, -0.852, 2.583], [2.873, -0.051, 0.574], [2.322, -1.540, -0.190], [0.344, -0.160, -0.248], [-1.077, -0.096, 3.077], [-1.995, 1.255, 2.866], [-0.775, 1.964, -0.526], [-2.209, 2.131, 0.340], [3.108, -1.631, 1.322]]
}